No. 1
47
Properties=species:S:1:pos:R:3:forces:R:3 method="wB97M-V/def2-TZVPD" de_lowest_kcal_mol=1.06 total_energy_ev=-27269.9816 total_charge=0 e_homo_ev=-8.722
C 3.208 -0.418 2.774 0.1 -1.4 0.3
H 6.529 -0.629 1.934 0.9 0.3 -0.7
H 1.391 1.863 2.024 -0.2 1.1 -0.8
C 1.938 -0.557 2.178 1.4 0.7 1.1
H 0.549 3.429 1.904 -0.3 0.7 0.1
H -4.054 -2.079 -1.056 -0.7 1.1 0.1
C -4.228 -1.022 0.836 0.2 0.6 -0.7
H -3.953 -0.039 -2.469 0.3 0.1 0.8
C 4.410 -0.396 1.953 -1.6 1.1 -0.2
H 4.078 -0.504 4.850 -0.4 0.1 0.1
H 1.255 2.698 0.436 0.2 0.1 -0.2
C 5.772 -0.235 2.564 -1.5 1.3 1.2
H -1.818 -0.646 -1.732 0.0 0.1 1.5
C 4.275 -0.236 0.550 -1.3 -1.2 1.5
H 5.805 -0.812 3.471 0.2 -0.2 0.6
H -4.803 -0.141 1.101 0.0 0.0 0.8
H -5.524 -0.864 -0.854 1.1 -1.2 0.1
H -2.601 -0.706 2.286 -0.3 0.8 0.7
C 0.742 2.528 1.371 1.1 -2.0 1.6
H 2.755 0.670 4.449 0.1 0.7 0.8
C -2.015 0.237 0.394 -1.6 -5.9 0.8
H -1.911 1.014 -1.504 0.3 1.3 -0.6
H 5.837 0.864 2.872 0.6 -1.4 -0.6
H -4.173 1.056 -1.110 -0.3 -0.9 0.1
H 1.038 -0.597 2.834 0.7 0.0 -0.7
C 1.850 -0.460 0.807 0.6 1.4 1.0
H 5.224 -0.130 -0.038 -1.3 -0.1 0.3
C -0.457 1.696 1.191 2.0 -4.4 -1.8
O -2.703 1.297 0.909 0.7 3.2 0.1
C -2.772 -0.894 1.246 1.5 -0.7 -1.2
H 3.759 0.248 -1.949 0.1 0.1 0.4
C -3.758 0.050 -1.366 -1.4 1.5 -1.7
C -2.328 0.128 -1.099 2.2 -0.9 -0.8
H 2.055 0.641 -1.730 0.4 -0.2 0.3
C -0.576 0.366 0.727 0.3 4.1 0.1
C 2.843 -0.102 -1.473 -1.2 0.0 -1.5
H -4.682 -1.921 1.187 -0.3 -0.5 1.0
H 2.302 -1.009 4.717 1.1 0.5 -0.3
O 0.358 -1.553 -0.326 -1.7 0.1 -1.3
H -2.222 -1.826 1.170 -0.1 -0.6 -0.7
C 2.947 -0.325 0.006 3.2 0.8 -1.1
C -4.423 -1.079 -0.664 -1.3 -0.5 -0.5
C 3.123 -0.331 4.347 -0.2 -1.0 -1.8
O -1.998 3.409 1.395 0.1 -2.8 -0.2
H 2.541 -0.977 -2.093 0.2 0.2 0.8
C 0.521 -0.497 0.256 -0.7 -2.5 0.6
C -1.753 2.199 1.198 -3.2 6.0 1.0

=====

No. 2
56
Properties=species:S:1:pos:R:3:forces:R:3 method="wB97M-V/def2-TZVPD" de_lowest_kcal_mol=56.85 total_energy_ev=-62633.6967 total_charge=-1 e_homo_ev=-2.812
C 1.547 4.319 -1.494 -0.6 0.7 -0.9
O 0.225 -1.503 0.755 -0.6 -0.5 -1.4
C -0.255 -4.180 3.828 -2.2 0.1 0.6
H -3.233 1.646 -0.020 0.1 0.1 -0.8
H -1.327 -1.243 -2.515 0.1 0.1 1.4
O 0.065 -1.821 3.337 -0.2 0.2 0.9
H -2.397 -1.242 -1.076 -0.4 0.1 0.2
H -1.011 -4.844 4.409 1.8 0.6 -1.1
C 2.852 -1.851 -2.827 0.4 -0.8 -1.0
H 0.184 -2.008 2.402 0.0 -0.2 -0.6
C -2.270 -2.592 3.368 -1.4 -1.5 0.2
C -0.838 -2.759 3.977 0.6 1.3 -1.6
H -1.066 2.311 -2.142 -0.2 -0.4 0.3
O -0.818 2.202 1.429 -1.2 0.5 -0.5
H 1.509 -4.700 -4.218 -0.4 0.6 0.3
H 0.087 -2.481 5.832 0.3 0.5 0.3
C 0.953 -2.555 -1.617 0.1 0.4 0.0
O 5.045 0.775 -0.342 -0.7 -0.4 3.0
C 0.659 3.690 -0.603 1.9 -1.7 -0.5
H 0.922 2.686 -0.276 0.2 0.2 0.3
C 1.530 -3.803 -3.579 0.6 0.6 -0.1
H -0.288 7.142 -1.892 0.0 -1.1 -0.2
H 0.771 -4.158 4.163 0.2 -0.2 0.7
C -0.933 5.480 -0.699 0.6 -0.3 -0.2
C -0.088 6.074 -1.637 -0.9 1.8 -0.1
C 2.573 -2.871 -3.784 -0.7 -0.2 1.2
H -1.667 -2.765 5.977 0.9 0.5 -0.6
S -0.359 -2.262 -0.433 0.2 0.7 0.7
C 2.135 -1.775 -1.649 -1.3 0.1 0.0
H -1.150 -1.161 5.377 0.6 -0.5 0.1
O -2.788 -1.395 3.246 0.6 -1.4 0.0
C -1.716 1.564 -1.648 -1.3 0.0 -2.1
Ag -1.609 0.213 2.598 0.6 0.5 -0.4
O -2.898 -3.661 3.167 0.8 1.9 0.1
H 3.201 -3.008 -4.652 0.2 0.2 0.0
C 1.059 5.462 -2.134 1.2 -0.3 0.7
C -2.672 2.288 -0.737 1.0 0.8 2.7
H 2.371 -1.070 -0.832 -0.1 -0.3 -0.6
H 1.719 5.868 -2.919 -0.7 0.3 0.5
C -1.390 -1.019 -1.403 0.8 0.3 -0.8
C 0.626 -3.555 -2.534 0.0 -0.3 0.4
H -0.187 -4.457 2.770 -0.5 -0.1 0.2
C -0.900 0.415 -1.049 0.8 -1.1 -2.1
H -3.331 3.091 -1.126 0.5 -0.7 -0.1
C -0.863 -2.227 5.383 -1.8 -1.1 1.0
H 3.661 -1.152 -3.036 -0.1 -0.2 0.3
C -0.543 4.210 -0.248 -0.8 0.8 -0.6
H -1.835 5.963 -0.317 0.3 0.0 -0.2
H -0.934 0.476 0.002 0.6 0.2 1.1
N 4.173 1.471 -0.826 0.1 1.3 -5.9
H 2.560 3.989 -1.802 -1.0 -0.5 0.7
H 0.166 0.454 -1.465 -1.3 0.2 1.0
S -1.681 3.245 0.681 -0.2 -1.3 0.5
H -2.386 1.196 -2.496 0.9 0.2 0.7
O 3.160 2.011 -0.345 0.4 -1.0 2.7
H -0.319 -4.127 -2.328 1.1 0.4 -0.5

=====

No. 3
56
Properties=species:S:1:pos:R:3:forces:R:3 method="wB97M-V/def2-TZVPD" total_energy_ev=-52206.8280 total_charge=0 e_homo_ev=-8.728
H 3.028 -2.750 1.501 1.4 1.9 -0.7
C -3.621 -0.840 -0.182 -0.3 0.2 -0.1
B 0.859 2.183 0.159 0.1 1.2 -4.4
H 0.013 0.927 4.319 2.0 1.1 -0.9
H -5.335 0.221 -0.846 0.0 0.0 0.0
H -2.992 0.027 -0.023 -0.1 0.0 0.0
H 3.065 3.011 0.564 -1.8 0.8 -1.0
C 1.266 2.133 2.684 2.2 0.3 3.0
O 0.228 1.704 -1.123 3.1 -0.5 2.9
H 1.649 4.328 0.162 1.2 -2.2 -0.1
H 2.408 2.972 5.263 -2.2 -1.1 0.2
O -1.452 3.273 0.861 4.9 -5.3 3.5
O 3.516 -1.876 1.293 -2.4 -0.5 1.4
O -1.850 2.091 2.911 6.4 0.2 -5.9
H 0.489 2.997 5.732 2.0 -1.1 -0.9
H -5.748 -4.113 -0.695 0.0 0.1 0.0
O -1.870 -2.251 0.523 -0.5 0.0 -0.2
H 1.644 1.226 -4.953 0.0 0.0 0.0
C -0.957 2.374 1.757 -10.5 4.1 2.1
H 2.438 2.123 2.454 -2.9 0.0 0.0
H 1.028 1.347 -1.648 -1.7 1.0 0.8
C 1.087 1.356 4.112 -0.1 -0.4 1.7
H 2.345 -1.272 2.978 0.4 1.2 -1.8
C 0.948 -2.647 -4.899 0.2 0.0 0.4
C 2.605 -0.859 1.915 0.0 -0.8 -0.6
H 1.830 0.433 4.262 -1.5 2.1 -0.9
C 1.609 -2.092 -3.879 -0.1 -0.4 -0.2
O -0.130 -2.346 -6.973 0.5 0.4 0.7
C 1.256 -0.810 0.993 0.4 -0.6 -0.2
C 1.426 0.165 -4.990 -0.2 0.0 -0.4
C -3.861 -3.350 -0.094 -0.4 -0.2 -0.1
C 2.107 3.255 -0.064 0.1 0.2 -0.4
C -5.719 -1.931 -0.834 -0.9 0.2 -0.3
H -0.417 -0.255 2.454 1.3 1.7 -2.0
H -3.405 -4.307 0.128 0.0 0.0 0.0
Cl 0.866 3.943 3.065 0.6 -1.6 -1.0
C 1.897 -0.645 -3.850 0.3 0.2 0.4
O -6.869 -1.836 -1.241 0.8 -0.1 0.3
C -3.020 -2.155 0.116 0.5 0.0 0.2
C -5.118 -3.246 -0.536 0.4 -0.3 0.2
H 2.459 3.304 -1.200 -0.9 -0.3 2.4
O 2.504 -0.136 -2.917 -0.4 -0.1 -0.3
H -0.791 0.104 0.658 2.1 0.4 1.8
H 1.961 -2.673 -3.034 0.0 0.0 0.0
C 0.477 -1.837 -6.040 -0.5 -0.4 -0.8
C 0.765 -0.390 -6.011 0.2 0.4 0.2
C -4.879 -0.736 -0.624 0.4 0.2 0.1
H 0.729 -3.707 -4.937 0.0 0.0 0.0
C 0.080 0.205 1.471 -1.7 -3.8 -0.7
H 0.789 -1.908 1.049 0.8 2.5 0.0
H 1.638 1.606 6.312 -0.5 1.6 -1.9
H 3.212 0.151 1.941 -1.3 -2.1 0.0
N 0.403 1.667 1.548 -0.9 0.6 0.2
H 0.413 0.191 -6.855 0.0 -0.1 0.0
C 1.414 2.355 5.413 0.4 -1.3 0.5
H 1.584 -0.702 -0.149 -0.7 0.1 2.5

=====

No. 4
61
Properties=species:S:1:pos:R:3:forces:R:3 method="wB97M-V/def2-TZVPD" de_lowest_kcal_mol=8.14 total_energy_ev=-87651.6845 total_charge=-1 e_homo_ev=-5.191
C 0.646 -1.891 0.550 0.4 -1.2 -0.5
C -0.645 3.550 4.333 0.0 -0.1 0.0
C -0.647 -3.879 -1.484 -0.2 -0.1 -0.1
C -2.702 0.564 -1.719 0.4 0.0 0.2
Rh -0.056 -0.150 -0.039 -2.0 2.0 -0.1
C -3.641 0.669 1.833 -0.3 -0.1 0.3
H 3.052 2.934 3.425 0.0 0.0 0.0
C 2.262 -2.910 -1.882 0.2 0.0 -0.2
N 1.305 0.557 1.300 0.3 0.4 0.2
O -0.154 -1.194 -3.190 0.4 0.0 0.1
S 1.564 0.533 2.900 -0.1 0.0 0.2
O 0.640 -0.438 3.411 0.2 0.0 0.1
H 3.226 3.147 -2.615 0.0 0.0 0.0
C 1.526 -4.705 0.412 0.2 -0.3 0.0
C -0.246 2.319 3.853 0.1 0.0 0.0
H -0.091 -2.103 1.330 0.1 -0.3 0.0
N -0.134 5.839 4.929 0.0 0.0 -0.1
C 0.282 4.579 4.489 0.0 0.1 0.1
C -3.418 0.180 -3.000 -0.1 0.0 -0.2
H -0.993 5.843 5.454 0.0 0.0 0.0
C 1.921 1.366 0.418 0.0 -0.3 0.4
H -0.952 -3.190 -2.265 0.0 0.0 -0.1
C 1.087 2.099 3.520 -0.3 0.3 0.1
H 2.344 5.145 4.289 0.0 0.0 0.0
O 2.975 0.423 3.148 0.1 -0.2 0.0
H -0.491 -4.865 -1.933 0.0 0.0 0.0
H 1.992 -2.068 -2.518 0.0 0.0 0.0
H -2.076 -0.040 -4.711 0.0 0.0 0.0
C 3.253 2.929 -0.461 0.1 0.1 -0.1
O -3.232 1.263 -0.884 -0.1 0.1 -0.1
H 3.988 3.713 -0.306 0.0 0.0 0.0
N 2.819 2.325 0.639 0.0 0.0 -0.2
N -1.410 0.038 -1.679 -0.3 -0.9 -1.0
H -3.789 1.087 -3.476 0.0 0.0 0.0
H 2.442 -3.784 -2.515 0.0 0.0 0.0
H 0.581 6.408 5.351 0.0 0.0 0.0
Cl -3.583 0.473 3.626 0.1 0.1 -0.2
C -2.376 -0.563 -3.803 -0.1 0.0 0.0
Cl -4.879 -0.429 1.178 0.2 0.1 0.0
C 1.883 1.630 -1.881 -0.2 -0.1 0.1
Si 0.915 -3.291 -0.659 -0.2 0.3 0.5
H -0.967 1.523 3.741 0.0 0.0 0.0
H 2.453 -4.436 0.926 0.0 0.0 0.0
C -1.181 -0.630 -2.866 0.0 0.4 0.1
C 2.835 2.627 -1.755 0.0 0.1 0.2
H 0.796 -4.989 1.173 0.0 0.0 0.0
C -2.236 0.480 1.268 0.6 -0.7 -0.3
H -2.643 -1.580 -4.089 0.0 0.0 0.0
C 1.617 4.350 4.164 0.0 0.0 0.0
H 1.605 -1.738 1.047 0.1 -0.1 0.1
H -1.457 -3.958 -0.754 0.0 0.0 0.0
H -3.957 1.684 1.640 0.0 0.0 0.0
H 1.466 1.306 -2.826 0.0 0.0 0.0
H 3.194 -2.678 -1.358 0.0 0.0 0.0
O -1.508 1.472 1.208 -0.4 0.3 0.5
O -1.884 -0.698 0.898 0.3 0.7 0.4
H -4.286 -0.420 -2.723 0.0 0.0 0.0
C 2.018 3.117 3.678 0.0 0.0 0.0
H -1.688 3.712 4.583 0.0 0.0 0.0
N 1.434 1.021 -0.800 0.4 -0.5 -0.5
H 1.726 -5.581 -0.214 0.0 0.0 0.1